[1]
Density functional theory data (ωB97M-V with the def2-TZVPD basis set) for C23H19ClIrN6O4S2 as an isolated structure.

```
56
Properties=species:S:1:pos:R:3:nbo_charge:R:1
Ir -0.37768 -0.63475 0.27841 1.3978
C -2.51561 -0.66908 -2.06290 -0.2789
N -2.47201 -1.29454 -0.74094 -0.5943
C -3.60285 -0.97081 0.13510 -0.2772
C -3.12604 -0.99671 1.54937 0.4408
N -1.86209 -1.13635 1.86380 -0.5723
C -1.79237 -1.00805 3.26189 0.1696
C -0.70356 -1.02896 4.12739 -0.2189
C -0.96547 -0.87266 5.47207 -0.1991
C -2.27462 -0.70546 5.95322 -0.1876
C -3.35936 -0.68517 5.10246 -0.2144
C -3.08202 -0.83359 3.74929 0.0899
N -3.91102 -0.85225 2.62835 -0.5027
C -1.14002 -0.75469 -2.63579 0.4272
N -0.10252 -1.11224 -1.91110 -0.5650
C 1.00646 -1.06301 -2.77091 0.1502
C 2.34106 -1.39535 -2.55686 -0.2093
C 3.20379 -1.25851 -3.62428 -0.2002
C 2.75772 -0.81614 -4.88074 -0.1854
C 1.43148 -0.51005 -5.10994 -0.2163
C 0.57326 -0.65155 -4.02679 0.0954
N -0.80538 -0.46659 -3.90262 -0.5024
H -2.79112 0.37802 -1.93679 0.2623
H -3.23927 -1.14041 -2.73404 0.2215
H -2.37019 -2.29978 -0.83067 0.4066
H -4.42893 -1.67414 0.00421 0.2253
H -3.97072 0.02779 -0.10458 0.2510
H 0.30542 -1.14710 3.75859 0.2351
H -0.14348 -0.87386 6.17491 0.2284
H -2.43479 -0.58425 7.01595 0.2293
H -4.36738 -0.55195 5.47106 0.2297
H -4.89637 -0.64960 2.61468 0.4340
H 2.68468 -1.76205 -1.60017 0.2286
H 4.24877 -1.50668 -3.49471 0.2308
H 3.46818 -0.72618 -5.69141 0.2319
H 1.08327 -0.18589 -6.08141 0.2321
H -1.43968 -0.18377 -4.63107 0.4362
S 1.32979 -2.07264 1.35004 -0.0006
C 2.33373 -0.77259 0.80748 -0.1310
N 1.73342 0.15659 0.12027 -0.5677
C 2.56368 1.21885 -0.19791 0.1836
C 2.19834 2.36494 -0.90129 -0.2296
C 3.17503 3.30302 -1.15084 -0.1774
C 4.49630 3.10705 -0.71863 -0.1942
C 4.86272 1.97649 -0.01811 -0.2030
C 3.87375 1.03034 0.24608 -0.2415
S 4.00005 -0.47798 1.10881 0.4886
H 1.17095 2.50482 -1.21532 0.2373
H 2.92136 4.20961 -1.68348 0.2278
H 5.24161 3.86129 -0.93318 0.2300
H 5.88065 1.83416 0.32020 0.2344
O -1.41828 1.50198 -0.33297 -0.9059
Cl -1.36015 2.11418 1.02926 2.5219
O -0.98091 3.47687 0.93723 -0.7538
O -2.62913 1.93397 1.66736 -0.8114
O -0.32243 1.32543 1.73198 -0.8376
```

**E_HOMO (spin up / spin down)**: -10.8 / -11.1 eV
**⟨S²⟩**: 6.01
**Molecular weight**: 735.2 g mol⁻¹
**E**: -2877.808056 Eh
**Multiplicity**: 5
**Total charge**: +1

---

[2]
Density functional theory data (ωB97M-V with the def2-TZVPD basis set) for C41H39ClF3N2O2S4Sb2W as an isolated structure.

```
95
Properties=species:S:1:pos:R:3:lowdin_charge:R:1
W -0.62269 0.18368 -2.41279 0.8471
S -0.75070 4.18468 -6.20500 -0.2108
Sb 0.23679 3.10976 -4.46695 0.1610
S -0.08905 2.05385 -1.51528 0.1610
S -0.33840 0.45162 -4.54447 0.1375
S 2.48544 3.14279 -4.42827 -0.2003
O -2.61842 -3.40272 3.53106 -0.0652
C -3.15834 -2.13367 3.18149 -0.2090
C -2.49797 -1.61968 1.93652 -0.2047
C -2.38297 -0.21949 1.72221 -0.0414
C -1.77352 0.22838 0.58751 -0.2227
N -1.28617 -0.57040 -0.38536 -0.1041
C -1.49998 -1.92969 -0.24541 -0.2125
C -2.05120 -2.45086 0.95600 0.0404
C -1.27959 -2.73104 -1.39098 -0.2148
C -1.22901 -4.15210 -1.36836 0.0332
C -1.05655 -4.85445 -2.52423 -0.2079
C -0.94463 -6.35660 -2.54665 -0.2236
O -0.82253 -6.96081 -1.27354 -0.0659
C -0.96099 -4.14246 -3.74251 -0.0358
C -0.98221 -2.77184 -3.70307 -0.1559
N -1.11146 -2.06272 -2.57519 -0.0866
H -2.96672 -3.64834 4.39283 0.0892
H -3.01240 -1.40812 3.98857 0.1049
H -4.23905 -2.22571 3.00777 0.1280
H -2.72234 0.49211 2.46290 0.1084
H -1.62445 1.28855 0.42326 0.0349
H -2.15929 -3.51949 1.07173 0.1118
H -1.31797 -4.67393 -0.42655 0.1064
H -0.10228 -6.63491 -3.19244 0.1221
H -1.84404 -6.78378 -2.99590 0.1288
H -0.06859 -6.56025 -0.82737 0.0867
H -0.85073 -4.65039 -4.69093 0.1050
H -0.88308 -2.19088 -4.61205 0.0709
F 6.87392 0.53634 5.02606 0.0435
C 5.75002 0.62779 4.27762 -0.2880
C 5.40847 -0.42493 3.45487 -0.0163
C 4.25687 -0.30764 2.68744 -0.1380
C 3.45176 0.82736 2.74284 -0.3735
C 3.83411 1.86095 3.59194 -0.1137
C 4.98398 1.77299 4.36441 -0.0132
Sb 1.64317 0.78342 1.56143 1.5516
C 1.23209 2.87864 1.68679 -0.4223
C -0.05373 3.37718 1.88453 -0.1551
C -0.32188 4.73720 1.83030 -0.0062
C 0.71927 5.59896 1.55295 -0.2805
F 0.47166 6.92612 1.50714 0.0506
C 2.00064 5.14954 1.30780 -0.0038
C 2.24331 3.78518 1.37408 -0.1345
C 0.54739 0.10295 3.28793 -0.3754
C 0.54487 -1.28043 3.45749 -0.1292
C -0.14804 -1.88959 4.49273 -0.0217
C -0.84603 -1.08240 5.36501 -0.3027
F -1.56689 -1.66116 6.35930 0.0401
C -0.85156 0.29263 5.25533 -0.0167
C -0.14875 0.87653 4.20907 -0.1141
H 6.03454 -1.30597 3.41633 0.1157
H 3.99466 -1.13193 2.03174 0.0865
H 3.22294 2.75125 3.67748 0.0946
H 5.28486 2.57036 5.03079 0.1156
H -0.88135 2.70021 2.06009 0.0842
H -1.31903 5.12848 1.98030 0.1184
H 2.78050 5.85457 1.05495 0.1193
H 3.24606 3.43259 1.15909 0.1044
H 1.06842 -1.91736 2.75086 0.0992
H -0.17564 -2.96377 4.60821 0.1188
H -1.40169 0.88769 5.97272 0.1166
H -0.14513 1.95643 4.13533 0.0897
C 3.67158 -0.90164 -1.42122 -0.1039
C 2.58628 -0.27134 -2.29975 -0.5209
C 2.98617 -0.47393 -3.75851 -0.1293
C 1.22464 -0.91719 -1.97206 -0.3184
H 4.65052 -0.45889 -1.62343 0.0775
H 3.74142 -1.97535 -1.62326 0.0798
H 3.45936 -0.77597 -0.35786 0.0092
H 2.55954 0.80467 -2.10302 0.0799
H 3.13430 -1.54039 -3.95968 0.0777
H 3.91766 0.05027 -3.97902 0.0697
H 2.23687 -0.09282 -4.44828 -0.0032
H 1.15913 -1.09927 -0.89168 0.0064
H 1.21588 -1.90702 -2.43694 0.0599
Cl -3.57013 0.68524 -5.62787 0.6539
C -3.66023 1.83860 -4.31818 -0.6181
C -4.05463 3.13017 -4.64524 -0.1424
C -4.19300 4.07679 -3.64884 -0.0985
C -3.95520 3.71305 -2.32735 -0.0907
C -3.55276 2.42816 -2.02836 -0.0868
C -3.35859 1.44923 -3.01347 -0.3564
C -2.85306 0.09383 -2.63955 -0.2753
H -4.23038 3.37603 -5.68263 0.0957
H -4.47686 5.08926 -3.90294 0.0993
H -4.07140 4.43896 -1.53230 0.0975
H -3.36297 2.15120 -0.99705 0.0950
H -3.10392 -0.63369 -3.40865 0.0205
H -3.30890 -0.20925 -1.69634 0.0618
```

**Relative energy (zero: lowest compared OMol25 entry of this formula, charge and spin)**: 1.1829 eV
**E_HOMO (spin up / spin down)**: -3.2 / -5.3 eV
**⟨S²⟩**: 2.04
**Molecular weight**: 1239.9 g mol⁻¹
**E**: -4745.976306 Eh
**Multiplicity**: 3
**Total charge**: -1

---

[3]
Density functional theory data (ωB97M-V with the def2-TZVPD basis set) for one molecule with the formula C5H9N3 in a non-equilibrium geometry.

```
17
Properties=species:S:1:pos:R:3:nbo_charge:R:1
N 2.61827 -0.47744 -0.51208 -0.8608
C 1.96661 0.56593 0.37058 -0.2277
C 0.45377 0.22564 0.35359 -0.1127
C -0.43979 1.19173 -0.00340 -0.0144
N -1.79888 1.17710 -0.25759 -0.5305
C -2.24419 -0.05527 -0.12499 0.3088
N -1.46132 -1.17144 0.02702 -0.6038
C -0.00919 -1.11622 0.30054 -0.2466
H 2.48541 -0.18008 -1.51345 0.3609
H 3.70424 -0.39965 -0.43506 0.3649
H 2.09281 1.61713 -0.11400 0.1917
H 2.39648 0.75855 1.54063 0.2050
H -0.09488 2.25552 0.08519 0.1819
H -3.31021 -0.26929 -0.23949 0.1787
H -1.94630 -2.04463 -0.34362 0.4068
H 0.14032 -1.71461 1.30881 0.1733
H 0.66232 -1.59134 -0.46840 0.2246
```

**Relative energy (zero: lowest compared OMol25 entry of this formula, charge and spin)**: 2.6181 eV
**E_HOMO**: -7.5 eV
**Molecular weight**: 111.1 g mol⁻¹
**E**: -360.101053 Eh
**Multiplicity**: 1
**Structure (SMILES)**: NCC1=CN=CNC1

---

Among the records above, which one has the lowest multiplicity?
C5H9N3